1.
Density functional theory data (ωB97M-V with the def2-TZVPD basis set) for a 12-piece molecular cluster, C4H33N3O12 overall.

```
52
Properties=species:S:1:pos:R:3:forces:R:3
C 0.7928 1.8547 -3.0864 -0.4375 0.9971 0.1166
C 0.8557 1.8828 -1.5563 -0.6730 -0.2541 0.2800
N 0.4275 3.2104 -1.0493 -0.6786 -0.9999 -0.1431
C 2.2604 1.4940 -1.1015 0.7909 0.2809 0.8639
O 3.1858 1.3843 -1.8837 0.0911 0.0556 -0.3913
N 2.5166 1.3360 0.2453 0.6213 -0.4272 0.2155
C 1.5303 1.1347 1.3030 -0.1406 1.4767 0.8546
N 0.6879 -0.0540 1.1535 0.0816 0.2666 0.2389
H 0.9578 0.8709 -3.4841 0.1089 -0.4768 -0.0820
H -0.2133 2.1794 -3.4103 0.4251 -0.1451 0.1412
H 1.5533 2.5305 -3.5332 -0.4382 -0.4028 0.4082
H 0.1214 1.1507 -1.0975 1.0185 0.5445 -0.7393
H 0.5517 3.9535 -1.6912 0.2364 0.5030 -1.0610
H 0.9137 3.4894 -0.2364 0.5421 0.1126 1.1213
H 3.4796 1.0060 0.4593 -1.1772 0.4560 -0.5545
H 2.1150 1.0337 2.2737 -0.5780 0.2934 -1.2052
H 0.9109 2.1144 1.3956 0.7682 -2.0957 0.0506
H 1.0872 -0.7034 0.4825 -0.0004 0.2588 0.0185
H -0.2426 0.1780 0.8397 -0.1188 0.0313 -0.1216
O -0.3342 -2.2886 -1.5265 -1.6491 0.4552 -0.8348
H -1.2435 -2.4762 -1.1296 0.5326 0.2810 -0.3721
H 0.2693 -2.7160 -0.9460 0.7632 -0.8495 0.7931
O -3.4366 -0.1188 0.7668 -1.2910 0.4176 -2.1378
H -3.0277 -0.1438 1.6025 0.9571 -0.5285 2.4305
H -3.1049 0.7141 0.4132 -0.3282 0.0769 -0.2298
O -1.7306 -0.0776 -2.1680 -2.8064 3.6799 -1.0893
H -1.1325 -0.7193 -1.9987 3.8146 -3.3414 0.9822
H -2.5327 -0.5781 -2.1272 -1.1806 -0.2690 -0.0798
O -0.7431 -2.7547 1.6056 0.2739 -0.8781 0.5458
H -0.7201 -3.5078 2.2379 0.0134 0.7505 -0.6085
H 0.0411 -2.8870 1.0085 -0.5881 -0.0120 0.4226
O -1.8786 -0.2906 2.9339 1.3009 -1.1180 -0.3263
H -1.2025 -0.9259 2.5578 -1.1461 0.6711 0.6024
H -1.4664 0.5741 2.7542 -0.1225 0.0814 0.1706
O 1.7322 -2.3282 2.7378 1.6535 -0.0510 1.0827
H 2.4774 -1.8921 3.2164 -0.9422 -0.5532 -0.5617
H 1.0736 -1.6477 2.5944 -0.4435 0.7047 -0.2205
O 2.0959 -1.0933 -1.4084 -1.5684 -0.9633 1.2751
H 1.3163 -1.2999 -1.9440 0.0052 -0.0400 -0.1720
H 2.8110 -0.8686 -1.9535 1.5546 0.6712 -1.3704
O 1.5182 -3.1704 0.2150 1.2556 0.9092 -0.7317
H 1.8315 -3.0226 1.1300 0.1744 -0.0469 0.0074
H 2.0092 -2.4648 -0.3331 -0.6647 -1.1628 0.7926
O -2.1608 1.9292 -0.4547 -0.7389 -1.4464 -0.3933
H -1.5233 2.5674 -0.7132 1.3053 1.7178 -0.4509
H -1.9814 1.1982 -1.1158 -0.2843 0.2326 0.4509
O -2.6720 -2.4436 -0.2357 0.8575 -1.9218 -0.4276
H -2.1281 -2.6818 0.5491 -0.3783 0.1283 -0.2912
H -3.0526 -1.6093 -0.0029 -0.6588 1.4781 0.5114
O -1.2188 2.1567 2.0452 0.0863 0.5272 0.6326
H -1.5720 2.0617 1.1419 -0.3048 0.0873 -0.1489
H -1.8050 2.7593 2.5245 0.1060 -0.1625 -0.2643
```
Forces are in eV/Å.

Results
multiplicity = 1
E_HOMO = -0.358 hartree
SMILES = C[C@H](N)C(=O)NCN.O.O.O.O.O.O.O.O.O.O.O
orbital gap = 9.88 eV
energy = -33726.0299 eV

Löwdin atomic charge list, values in e, 6 entries: number 1, C, carries -0.0420; number 2, C, carries -0.3403; number 3, N, carries 0.0703; number 4, C, carries -0.4788; number 5, O, carries 0.0435; number 6, N, carries 0.0600

---

2.
Density functional theory data (ωB97M-V with the def2-TZVPD basis set) for a 12-piece molecular cluster, C4H33NO11 overall.

```
49
Properties=species:S:1:pos:R:3:forces:R:3
C 0.8295 -2.0676 -1.4623 -1.3179 0.1802 0.8877
N 1.3364 -1.1489 -0.4366 0.0764 -0.8943 -0.6627
C 2.5122 -0.3683 -0.8484 -0.3963 0.8420 0.9228
C 2.4464 0.3819 -2.1868 -0.3798 -0.1431 -0.2691
C 3.7853 -1.1442 -0.6365 0.5372 -1.2876 0.8473
H 0.2310 -1.5064 -2.1870 0.5113 -0.2687 -0.6960
H 0.0798 -2.7218 -0.9994 0.1751 -0.0358 0.1569
H 1.5650 -2.7544 -1.8667 0.3294 0.3507 -0.1902
H 0.5494 -0.5534 -0.2035 0.2622 0.2159 0.0157
H 2.5147 0.4068 -0.0892 0.1563 0.2631 0.2452
H 2.6403 1.4453 -2.0482 0.3922 -0.0210 0.0025
H 1.4440 0.3695 -2.6111 0.0409 -0.2816 -0.0725
H 3.1143 -0.0238 -2.9465 0.0693 0.0399 0.0324
H 4.6366 -0.5219 -0.3551 0.0861 0.2411 -0.8633
H 4.0103 -1.8736 -1.4213 0.2372 0.5109 -0.3257
H 3.7488 -1.7929 0.2500 -0.6361 0.1850 0.0266
O -1.0338 3.8769 -0.8509 0.1496 0.2311 0.1708
H -0.0866 3.9877 -0.7202 0.0106 0.1515 -0.1377
H -1.2643 3.2470 -0.1481 -0.2614 -0.0891 -0.3050
O 0.4322 2.2104 0.8872 0.1439 -0.0503 -0.2367
H 0.6040 2.8804 1.5556 -0.0023 -0.2460 0.2111
H 0.1801 1.4008 1.3445 -0.0200 0.1344 0.2702
O -2.4198 1.6273 -0.1674 -0.2104 0.1000 0.2678
H -2.9221 1.1777 -0.8624 0.1708 -0.0528 -0.0719
H -2.2802 0.9828 0.5337 -0.1866 -0.2570 0.2035
O -2.3759 -0.1242 2.3682 -0.0434 -0.1576 0.0389
H -2.5018 0.5507 3.0546 -0.0335 0.0318 -0.2422
H -3.2280 -0.5766 2.3597 0.0991 0.0378 -0.1262
O 1.7024 -2.4037 -4.7436 0.2550 0.0484 -0.2973
H 0.7475 -2.4039 -4.6419 0.0285 -0.0753 0.2191
H 2.0775 -2.8591 -3.9840 -0.2511 0.0472 -0.0147
O -0.4781 1.5779 -2.3685 0.0744 0.7367 0.5420
H 0.1490 1.5424 -1.6324 0.2013 -0.5939 -0.2439
H -0.9512 2.3591 -2.0071 -0.3193 -0.0499 -0.5480
O 0.2227 -1.7550 3.8634 0.2373 0.2006 0.2158
H -0.6399 -2.1680 3.7567 0.0245 0.1080 -0.2340
H 0.7525 -2.0886 3.1307 -0.1714 -0.0255 -0.0731
O -3.3788 2.2786 3.6259 -0.3647 -0.3463 0.2708
H -3.1563 2.8079 2.8553 0.3037 0.0242 0.0685
H -2.6027 2.1696 4.1872 0.2446 0.3754 -0.1896
O -0.3840 1.3267 4.4334 -0.5797 0.3768 -0.3699
H 0.0333 1.9311 5.0496 0.3210 -0.2588 0.0867
H 0.1517 0.5341 4.3194 0.0757 -0.2415 0.1930
O -1.1632 -3.5705 1.4845 -0.3806 -0.0978 -0.0707
H -1.9872 -3.9225 1.8410 0.1234 -0.0508 0.1611
H -1.3927 -3.4331 0.5582 0.2455 0.1366 -0.0093
O -2.8649 0.1801 -2.6443 -0.0010 -0.0834 -0.2390
H -3.3685 -0.0185 -3.4389 -0.0541 0.0346 0.0595
H -2.0168 0.5482 -2.9505 0.0272 0.0042 0.3728
```
Forces are in eV/Å.

Results
multiplicity = 1
E_HOMO = -0.324 hartree
SMILES = CNC(C)C.O.O.O.O.O.O.O.O.O.O.O
orbital gap = 8.86 eV
energy = -28696.2356 eV

Löwdin atomic charge list, values in e, 6 entries: number 1, C, carries -0.1139; number 2, N, carries -0.0790; number 3, C, carries -0.4645; number 4, C, carries -0.0512; number 5, C, carries -0.0807; number 6, H, carries 0.0717

---

3.
Density functional theory data (ωB97M-V with the def2-TZVPD basis set) for a 13-piece molecular cluster, C4H34N2O13 overall.

```
53
Properties=species:S:1:pos:R:3:forces:R:3
C -2.1705 0.2914 2.7119 0.4070 -0.5229 0.5018
N -2.2612 -0.2752 1.3602 -0.2650 1.0285 0.2172
C -3.4477 0.2367 0.6683 -1.1903 0.0382 0.3499
C -1.0420 -0.0175 0.5825 0.3984 -0.2585 -0.1069
C -0.5215 -1.3918 0.2117 0.6363 -0.1276 -0.5322
N -0.9130 -1.9494 -0.9243 -0.8502 1.2523 -1.3814
O 0.2463 -1.9931 0.9919 -0.0005 -0.0197 0.0628
H -1.3363 -0.1823 3.2780 -0.3525 0.3037 -0.5098
H -2.0044 1.3899 2.7173 -0.2841 -0.3720 -0.0310
H -3.0778 0.0115 3.2667 0.1463 0.3956 -0.2024
H -4.3852 -0.0897 1.1948 0.9167 0.0534 -0.3779
H -3.4886 -0.1611 -0.3512 0.0327 0.1271 0.1319
H -3.5380 1.3532 0.6203 0.4929 -0.6185 -0.0068
H -0.2813 0.5388 1.1524 -0.2277 -0.4690 0.0264
H -1.1896 0.5761 -0.3122 -0.4556 0.1235 -0.2794
H -0.7367 -2.9145 -1.1670 0.1087 0.0544 0.4947
H -1.5255 -1.4609 -1.6178 0.8546 -0.2810 0.8936
H 1.4981 -1.0044 1.8187 -0.3049 -0.1320 0.0257
H 1.8514 0.4619 2.1821 -0.0612 -0.1978 0.0544
O 2.2304 -0.4251 2.0728 0.3944 0.0759 0.1755
H 0.7928 2.8255 -0.1098 -0.0142 -0.1699 0.1732
H 1.3514 3.5124 -1.3448 0.1480 0.0146 -0.1727
O 0.5044 3.2285 -0.9369 0.0919 0.1507 0.2586
H 2.9634 0.1299 -1.4677 0.1524 -0.0094 -0.6975
H 3.3338 0.1432 -3.0090 0.0785 -0.0936 0.0212
O 2.7829 0.5937 -2.3643 0.1517 -0.2049 0.7620
H 0.2847 2.1171 -2.3032 -0.4309 0.2582 0.1526
H 1.1751 1.0302 -2.8171 -0.4319 -0.1534 -0.3395
O 0.3006 1.4464 -2.9992 0.5587 -0.2305 -0.0174
H 2.8695 3.5610 -3.0687 -0.0152 0.1960 0.0144
H 3.0024 2.3257 -2.1939 -0.0356 0.1267 0.0975
O 2.8846 3.3022 -2.1416 0.1956 -0.0832 -0.1901
H -0.6711 4.1395 0.0416 -0.3313 0.1389 0.3605
H -2.0867 4.4170 0.6157 -0.1762 0.0505 -0.0904
O -1.1700 4.3148 0.8699 0.3597 -0.1593 -0.0570
H 1.4834 -2.8841 0.1554 0.3706 -0.3137 0.2463
H 2.7688 -3.7451 0.4619 -0.1679 -0.0649 0.1677
O 2.3261 -3.2302 -0.2162 -0.1274 0.0631 -0.3601
H 2.0248 2.5593 2.7943 -0.5341 -0.1922 -0.2723
H 0.4727 2.5496 2.6511 0.3655 -0.1012 -0.1459
O 1.2839 2.1016 2.3531 0.0303 0.7928 0.2887
H 3.1524 -0.5747 0.6509 0.5082 0.3137 -0.7834
H 3.1901 -1.7002 -0.3169 0.1956 -0.0640 -0.5166
O 3.5236 -0.7794 -0.2639 -0.6109 0.0538 1.0737
H -1.0911 0.5826 -3.2856 -0.6424 -0.5366 -0.1719
H -2.0089 -0.0848 -4.3606 -0.0417 -0.0436 -0.2412
O -1.9106 0.0141 -3.4155 0.5941 0.3205 0.6581
H -0.8453 -3.2183 2.0267 0.6638 -0.0855 -0.1132
H -1.9760 -2.3146 2.3304 -0.3128 0.2175 -0.0707
O -1.7551 -3.2518 2.3135 -0.4045 -0.3179 0.6956
H -3.2396 -2.6481 -0.0379 0.2584 -0.8118 0.1334
H -2.5177 -3.7319 0.8098 -0.3805 0.3498 -0.3901
O -2.9185 -3.5701 -0.0755 -0.4613 0.1350 0.0208
```
Forces are in eV/Å.

Results
multiplicity = 1
E_HOMO = -0.359 hartree
orbital gap = 9.88 eV
energy = -34300.0078 eV

Löwdin atomic charge list, values in e, 6 entries: number 1, C, carries -0.0886; number 2, N, carries -0.2578; number 3, C, carries -0.0903; number 4, C, carries -0.0945; number 5, C, carries -0.4612; number 6, N, carries 0.2281

---

4.
Density functional theory data (ωB97M-V with the def2-TZVPD basis set) for a 13-piece molecular cluster, C4H34N2O13S overall.

```
54
Properties=species:S:1:pos:R:3:forces:R:3
C -0.8456 0.4858 -0.1381 -0.1169 -0.8389 1.1260
N 0.0785 -0.5373 0.3675 0.2549 0.8701 -0.3723
C -0.4381 -1.5996 0.9931 -0.7984 -0.1601 0.3953
O -1.6326 -1.6211 1.2846 -0.1346 0.0693 -0.4448
C -0.1191 1.6027 -0.8858 -0.3508 -0.1269 -3.1235
C -0.8499 1.7432 -2.2739 -0.4477 1.2841 0.9282
S -0.3456 3.2110 -3.2421 0.3187 -0.0892 0.4618
N 1.2495 1.2510 -1.2237 0.4320 -0.6407 1.9038
H -1.5955 -0.0660 -0.6911 0.0039 0.1704 -0.7798
H -1.4584 0.8450 0.6860 0.2929 0.5360 0.0783
H 1.0442 -0.2982 0.1536 0.3112 -0.8715 0.2336
H 0.1322 -2.4903 1.2680 0.8426 0.4184 -0.2601
H -0.2047 2.5800 -0.4247 0.3475 -0.0957 0.5639
H -0.6378 0.8700 -2.8740 -0.2201 -0.0781 -0.1800
H -1.9083 1.9359 -2.1182 -0.1867 -0.6870 -0.0542
H -0.6001 4.0409 -2.2075 0.0381 0.0532 -0.3487
H 1.9167 1.9725 -1.4181 -0.2162 0.3293 -0.3035
H 1.2859 0.4779 -1.8700 0.0760 0.2460 -0.4521
H -0.7405 1.7208 2.5321 -0.1415 -0.2881 0.1724
H 0.3558 0.6994 2.1945 -0.2149 -0.4530 -0.2511
O 0.2002 1.5291 2.6413 -0.0135 1.0392 0.2594
H -3.0194 0.2721 3.4722 -0.1104 -0.4858 -0.0226
H -2.6019 0.1276 1.9741 -0.0928 -0.7299 0.1825
O -2.8682 0.7465 2.6556 0.0774 1.4681 -0.2762
H 3.3251 -0.6152 -3.0929 -0.2238 0.0817 0.0330
H 3.4361 -0.2932 -1.5697 -0.3698 -0.0789 -0.2082
O 3.9321 -0.5353 -2.3573 0.5738 0.0848 0.1514
H 3.9044 -0.9004 0.3030 0.1698 -0.0380 0.3238
H 2.9766 -1.1255 1.5587 0.1517 0.1841 -0.0944
O 3.1389 -1.3801 0.6278 -0.4510 -0.2006 -0.3571
H -3.9765 1.1063 -1.0850 0.0202 0.3385 -0.2975
H -4.1430 -0.3514 -1.0814 -0.0416 -0.3023 -0.2953
O -3.9438 0.3641 -1.7007 -0.0073 -0.1697 0.6619
H -0.3349 0.1518 4.4826 -0.0530 0.1660 0.1276
H -0.4985 -1.3826 4.6685 -0.0430 0.0882 0.0740
O -0.3866 -0.6836 4.0154 0.1228 -0.4183 -0.1276
H 1.3237 -1.4409 -3.5047 -0.4652 -0.5571 0.3163
H -0.1828 -1.1254 -3.0990 -0.0583 -1.0521 0.2777
O 0.5429 -0.9083 -3.6813 0.6197 1.0587 -0.5773
H -2.5043 -2.6127 -2.6922 -0.1906 0.3064 -0.2070
H -2.1466 -1.0908 -2.3989 -0.8017 -0.2161 -0.1926
O -1.8690 -2.0088 -2.3037 0.8517 0.1866 0.4247
H 2.1545 1.6405 1.1158 -0.2245 0.1270 -0.1299
H 2.4379 2.5515 2.3321 -0.4562 0.2452 0.0035
O 2.7792 1.8225 1.8201 1.0790 -0.0524 -0.1712
H -3.1427 -2.7293 3.0646 -0.3397 -1.4449 -0.9441
H -2.2592 -1.5167 3.0483 -0.2400 -0.5645 0.2069
O -2.9877 -1.9418 3.5353 0.4333 1.5677 1.2597
H 2.1128 -3.4352 -0.8602 0.2244 0.0859 -0.0540
H 1.0641 -2.4460 -1.2971 -0.0802 -0.0380 0.0121
O 1.5796 -3.1911 -1.6244 -0.1485 0.0887 0.0114
H 3.2663 0.1481 3.2457 0.0866 -0.0182 -0.2431
H 1.7929 -0.0162 3.3699 -0.2997 -0.2379 0.0350
O 2.5812 -0.5247 3.1534 0.2104 -0.1598 0.5445
```
Forces are in eV/Å.

Results
multiplicity = 1
E_HOMO = -0.344 hartree
orbital gap = 9.45 eV
energy = -45133.2943 eV

Löwdin atomic charge list, values in e, 6 entries: number 1, C, carries -0.1416; number 2, N, carries 0.0538; number 3, C, carries -0.3056; number 4, O, carries -0.0293; number 5, C, carries -0.3767; number 6, C, carries -0.5238